ORCA calculation (ωB97M-V/def2-TZVPD) on 6 unconnected molecules or ions with the total composition C30H69N3O6S3 in a non-equilibrium geometry.

As for the spin multiplicity: 1. The calculation puts the HOMO energy at -7.92 eV. The calculation puts the energy above the lowest of the compared OMol25 structures with the same formula, charge and spin at 4.255 eV. The maximum force comes out at 0.077 hartree/bohr. As for the net charge: 0. The calculation puts the gap between HOMO and LUMO at 8.108 eV.

Cartesian coordinates (Å):
O 7.989 -2.038 -11.146
S 7.958 -2.903 -9.942
O 9.062 -2.856 -9.036
C 6.355 -2.674 -9.051
C 5.431 -3.811 -9.586
C 6.349 -5.064 -9.682
C 7.758 -4.734 -10.273
H 5.934 -1.675 -9.169
H 6.505 -2.975 -8.014
H 4.537 -3.821 -8.962
H 5.037 -3.733 -10.599
H 5.911 -5.911 -10.211
H 6.481 -5.302 -8.627
H 7.884 -4.896 -11.343
H 8.638 -5.103 -9.747
O 11.432 13.792 -6.829
S 10.016 14.068 -6.880
O 9.550 15.252 -7.557
C 9.130 12.437 -7.425
C 8.721 11.788 -6.063
C 8.379 12.923 -4.999
C 9.468 13.945 -5.054
H 9.937 12.028 -8.034
H 8.299 12.477 -8.130
H 7.989 11.030 -6.341
H 9.558 11.202 -5.681
H 8.249 12.436 -4.032
H 7.436 13.424 -5.216
H 10.414 13.698 -4.573
H 9.103 14.933 -4.773
O 15.738 13.043 1.267
S 16.790 12.387 0.618
O 17.660 11.487 1.367
C 16.058 11.431 -0.874
C 16.401 12.234 -2.098
C 17.701 13.016 -1.867
C 17.725 13.541 -0.414
H 15.024 11.152 -0.675
H 16.705 10.560 -0.764
H 16.406 11.618 -2.998
H 15.595 12.947 -2.274
H 17.854 13.785 -2.624
H 18.416 12.238 -2.135
H 17.113 14.443 -0.446
H 18.616 13.964 0.050
C 10.452 5.683 3.865
C 10.658 7.223 4.140
N 9.406 8.056 4.335
C 8.862 8.038 5.659
C 7.828 9.128 5.989
C 8.466 7.988 3.162
C 8.982 8.699 1.934
H 10.061 5.497 2.865
H 9.707 5.198 4.495
H 11.299 5.014 4.014
H 11.238 7.345 5.055
H 11.263 7.547 3.294
H 8.465 7.039 5.842
H 9.729 8.047 6.320
H 7.534 9.021 7.033
H 8.108 10.172 5.846
H 6.899 8.977 5.438
H 7.485 8.415 3.371
H 8.280 6.930 2.979
H 9.162 9.699 2.329
H 8.138 8.814 1.254
H 9.781 8.132 1.457
C 13.297 5.907 -6.597
C 13.264 4.759 -5.618
N 12.034 4.693 -4.839
C 11.607 5.938 -4.094
C 12.731 6.564 -3.274
C 10.891 4.198 -5.623
C 11.130 2.807 -6.189
H 13.184 5.390 -7.550
H 14.266 6.397 -6.503
H 12.427 6.554 -6.486
H 13.578 3.861 -6.150
H 13.943 5.005 -4.802
H 11.258 6.656 -4.836
H 10.801 5.702 -3.399
H 13.664 6.717 -3.817
H 12.273 7.500 -2.954
H 12.830 5.873 -2.437
H 10.654 4.858 -6.457
H 9.974 4.211 -5.032
H 10.219 2.309 -6.522
H 11.476 2.055 -5.479
H 11.889 2.859 -6.968
C 11.755 -5.292 -0.269
C 10.541 -4.697 -1.009
N 10.983 -3.963 -2.137
C 10.069 -3.969 -3.309
C 8.944 -2.944 -3.102
C 11.599 -2.610 -1.719
C 13.083 -2.555 -2.249
H 11.449 -5.999 0.502
H 12.287 -4.480 0.225
H 12.501 -5.606 -0.999
H 10.105 -5.638 -1.344
H 9.831 -4.016 -0.539
H 10.581 -3.671 -4.224
H 9.858 -4.981 -3.655
H 9.165 -2.069 -3.713
H 8.027 -3.435 -3.426
H 8.881 -2.389 -2.166
H 11.575 -2.530 -0.632
H 11.122 -1.673 -2.006
H 13.211 -3.067 -3.203
H 13.785 -3.037 -1.568
H 13.421 -1.540 -2.460

Mulliken atomic charge list, values in e, 8 entries:
1 O -0.641
2 S 1.070
3 O -0.637
4 C -0.657
5 C -0.661
6 C -0.644
7 C -0.581
8 H 0.404